# 1
A molecular structure, C14H28BBiI2N5O6PTe, computed with wB97M-V/def2-TZVPD.

Atoms and positions in Å:
1 Bi 0.3465 -0.4947 -1.2844
2 C 1.5972 0.8939 3.4914
3 C 1.3075 0.8930 2.0213
4 N 1.9370 0.1624 1.1860
5 O 2.8682 -0.7097 1.6665
6 C 0.2889 1.8039 1.4154
7 C -0.2483 2.9507 2.2020
8 N -0.0278 1.5278 0.2133
9 O -0.9236 2.3926 -0.3663
10 H 2.6203 1.2374 3.6727
11 H 1.4727 -0.1110 3.9028
12 H 0.9140 1.5308 4.0421
13 H 2.8304 -0.7355 2.6357
14 H 0.5763 3.5562 2.5829
15 H -0.8151 2.5613 3.0491
16 H -0.9053 3.5681 1.5997
17 B -1.8397 -4.1884 -3.7942
18 C -1.1087 -2.9622 -3.1436
19 N -0.5720 -2.0537 -2.6647
20 H -2.7911 -3.7364 -4.3922
21 H -1.0283 -4.7216 -4.5149
22 H -2.1705 -4.9017 -2.8693
23 N -0.9477 0.8619 -2.1963
24 C -1.2978 1.9431 -1.6461
25 N -2.1126 2.8691 -2.2048
26 C -2.4225 4.1831 -1.6630
27 C -2.1424 5.2382 -2.7228
28 O -2.8392 4.9648 -3.9204
29 C -2.4534 3.7087 -4.4555
30 C -2.7546 2.5862 -3.4806
31 H -1.8261 4.3823 -0.7780
32 H -3.4813 4.2213 -1.3844
33 H -1.0615 5.2799 -2.9179
34 H -2.4751 6.2173 -2.3797
35 H -1.3801 3.7181 -4.6874
36 H -3.0121 3.5757 -5.3804
37 H -2.3908 1.6319 -3.8512
38 H -3.8379 2.5201 -3.3273
39 C -3.9337 -2.4954 -1.3452
40 C -3.1184 -3.1869 -0.2790
41 O -3.0312 -2.4021 0.9488
42 P -2.1176 -1.1246 1.0860
43 O -0.8624 -1.3803 0.2164
44 Te -1.7605 -0.6246 3.3388
45 O -2.8550 0.0625 0.3103
46 C -4.1535 0.5053 0.7561
47 C -4.4530 1.8208 0.0850
48 H -3.9948 -3.1461 -2.2183
49 H -3.4631 -1.5628 -1.6600
50 H -4.9438 -2.2881 -0.9893
51 H -2.1078 -3.3980 -0.6244
52 H -3.5793 -4.1195 0.0366
53 H -4.1315 0.6060 1.8440
54 H -4.8859 -0.2579 0.4886
55 H -3.7244 2.5743 0.3870
56 H -5.4469 2.1645 0.3733
57 H -4.4217 1.7165 -1.0006
58 I 3.8018 0.8214 -2.3807
59 I 4.8208 2.6265 -4.0257

* charge: 0
* maximum force: 0.22 eV Å⁻¹
* frontier orbital gap: 0.2079 Eh
* ΔE to the lowest compared entry with this formula, charge and spin: 67.8 kJ/mol
* HOMO level: -7.8 eV

# 2
2 unconnected molecules or ions with the total composition C3H4Br2 at a distorted geometry, computed with wB97M-V/def2-TZVPD.

Atoms and positions in Å:
1 C 0.5099 0.3182 0.5131
2 C -0.4146 -0.6506 -0.2303
3 C -0.0345 -0.9204 1.1742
4 Br 0.8649 -2.3723 1.8770
5 Br -2.1353 -0.2373 2.9279
6 H 1.5787 0.2909 0.3097
7 H 0.2306 1.3338 0.7567
8 H -1.4269 -0.2464 -0.0969
9 H -0.2243 -1.0943 -1.1103

* charge: 0
* maximum force: 5.55 eV Å⁻¹
* frontier orbital gap (spin up / spin down): 0.2855 / 0.2600 Eh
* ΔE to the lowest compared entry with this formula, charge and spin: 237.4 kJ/mol
* HOMO level (spin up / spin down): -9.6 / -9.4 eV

# 3
3 unconnected molecules or ions with the total composition C2H11N2O2 at a distorted geometry, computed with wB97M-V/def2-TZVPD.

Atoms and positions in Å:
1 C -2.2264 -0.4882 0.9905
2 N 0.6249 1.3930 -0.2717
3 C -0.6680 1.0337 0.1643
4 N -0.9572 -0.2709 0.2653
5 H -2.3150 0.3075 1.8189
6 H -2.2761 -1.4197 1.5552
7 H -3.1872 -0.2977 0.3971
8 H 1.4216 0.6926 -0.3530
9 H 0.9939 2.3602 -0.5620
10 H -1.3895 1.7828 0.3698
11 H -0.2948 -1.0744 0.2215
12 H 0.4520 -0.1704 -3.4947
13 H 1.6514 -0.3852 -2.8638
14 O 0.7847 -0.2417 -2.6037
15 H 2.6187 -1.7909 1.2197
16 H 2.5633 -0.4425 1.9282
17 O 2.2038 -0.9883 1.2186

* charge: +2
* maximum force: 5.73 eV Å⁻¹
* frontier orbital gap (spin up / spin down): 0.3491 / 0.1957 Eh
* ΔE to the lowest compared entry with this formula, charge and spin: 262.2 kJ/mol
* multiplicity: 2
* HOMO level (spin up / spin down): -19.6 / -19.5 eV